Molecular formula: C15H19BBr18F9O
Method: DFT, the ωB97M-V functional and the def2-TZVPD basis

```
63
Properties=species:S:1:pos:R:3:mulliken_charge:R:1
C 1.73 0.89 5.81 -0.75
C 1.63 -0.75 5.78 -0.26
O 0.61 -1.28 4.84 -0.35
C 0.76 -0.69 3.50 -0.63
B 0.07 -1.61 2.28 0.92
F 0.13 -0.74 1.04 -0.49
C 1.16 -2.84 2.00 -0.11
F 0.54 -4.17 1.80 -0.42
C 2.10 -2.57 0.66 0.42
C 3.23 -1.39 0.86 -0.70
C -1.45 -2.13 2.63 0.53
F -2.05 -2.83 1.44 -0.32
F -1.46 -3.18 3.72 -0.34
C -2.49 -0.97 3.12 0.41
F -2.24 -0.43 4.48 -0.25
F -3.85 -1.63 3.20 -0.33
C -2.67 0.29 2.09 0.53
F -2.72 -0.07 0.66 -0.15
F -1.68 1.39 2.27 -0.19
F -4.01 0.91 2.42 -0.30
H 2.24 1.33 6.79 0.33
H 0.62 1.30 5.74 0.19
H 2.37 1.27 4.89 0.16
H 2.71 -1.18 5.52 0.20
H 1.28 -1.09 6.87 0.27
H 1.93 -0.69 3.27 0.18
H 0.40 0.42 3.40 0.09
H 1.92 -2.88 2.92 0.04
H 1.46 -2.45 -0.33 -0.55
H 2.71 -3.58 0.51 0.33
H 2.66 -0.34 0.83 0.00
H 3.97 -1.36 -0.06 0.28
H 3.76 -1.52 1.90 0.22
C 1.70 -2.48 -3.61 -0.35
Br 2.80 -1.39 -4.79 -0.06
Br 2.73 -3.90 -2.78 -0.06
Br 0.76 -1.40 -2.29 0.15
H 0.94 -2.96 -4.24 0.39
C 2.66 2.74 -4.58 0.20
Br 4.27 2.49 -5.64 -0.04
Br 1.16 1.72 -5.28 0.02
Br 2.96 2.36 -2.69 0.08
H 2.39 3.80 -4.65 -0.25
C -0.61 5.42 -4.32 -0.16
Br -1.80 6.65 -3.38 -0.04
Br -1.26 5.01 -6.10 -0.02
Br 1.22 6.07 -4.34 -0.05
H -0.61 4.49 -3.75 0.22
C -2.60 0.38 -5.39 0.30
Br -2.38 -1.20 -6.50 -0.04
Br -3.58 1.79 -6.33 -0.05
Br -3.41 -0.04 -3.68 0.10
H -1.60 0.78 -5.19 -0.36
C 0.81 4.35 0.25 -0.23
Br 0.64 2.41 0.29 0.21
Br 0.32 5.16 1.95 -0.07
Br 2.58 4.91 -0.34 -0.08
H 0.10 4.72 -0.50 0.24
C -5.05 -3.48 -1.90 -0.34
Br -6.87 -2.99 -2.40 -0.06
Br -4.12 -2.01 -1.04 0.09
Br -5.01 -5.09 -0.82 -0.05
H -4.51 -3.70 -2.83 0.35
```

* HOMO: -6.3 eV
* LUMO energy: 0.949 eV
* gap between HOMO and LUMO: 7.27 eV
* largest force on an atom: 0.1020 Eh/bohr
* charge: -1

---

Molecular formula: C5H7BeO4
Method: DFT, the ωB97M-V functional and the def2-TZVPD basis

```
17
Properties=species:S:1:pos:R:3:mulliken_charge:R:1
H 2.71 -0.79 -0.83 0.38
Be 1.90 1.94 -1.15 0.24
O 3.04 1.14 -0.17 -0.53
O 1.44 -0.31 0.65 -0.38
C 0.24 0.43 0.77 -0.51
C -0.43 0.20 -0.58 -0.01
O 1.25 0.59 -1.44 -0.39
C 2.21 0.12 -0.47 0.81
H -0.27 0.10 1.68 0.37
H 0.42 1.50 0.96 0.17
H -0.85 1.11 -1.02 0.26
H -0.60 -0.53 -1.38 0.37
H -1.90 -1.81 -0.57 0.46
O -3.65 -0.04 1.30 -0.20
C -1.67 -1.23 0.33 -1.34
C -2.77 -0.63 0.87 0.95
H -1.09 -1.80 1.06 0.37
```

* HOMO: -13.8 eV
* LUMO energy: -5.805 eV
* gap between HOMO and LUMO: 7.95 eV
* largest force on an atom: 0.0743 Eh/bohr
* charge: +1

---

Molecular formula: C29H35Cl2KN2O2P
Method: DFT, the ωB97M-V functional and the def2-TZVPD basis

```
72
Properties=species:S:1:pos:R:3:mulliken_charge:R:1
K 0.39 -0.47 -0.14 1.38
O 0.78 -0.13 2.28 -0.86
C 0.20 0.63 3.14 0.80
C 0.93 1.12 4.26 -0.45
C 0.39 1.96 5.21 -0.42
C -0.93 2.39 5.10 -0.74
C -1.67 1.93 4.03 -0.50
C -1.17 1.07 3.04 0.77
C -2.12 0.76 1.97 -1.14
N -1.92 0.05 0.93 0.12
N -3.05 -0.01 0.10 -0.67
C -2.77 -0.45 -1.11 0.16
O -1.66 -0.79 -1.62 -0.88
C -3.99 -0.52 -2.01 0.47
C -5.27 -0.18 -1.57 -0.25
C -6.35 -0.25 -2.43 -0.58
C -6.18 -0.65 -3.75 -0.33
C -4.91 -0.99 -4.20 -0.58
C -3.82 -0.92 -3.33 -0.45
H 1.96 0.78 4.34 0.35
H 1.01 2.30 6.03 0.33
H -1.37 3.05 5.84 0.37
H -2.71 2.25 3.93 0.27
H -3.10 1.23 2.08 0.21
H -5.39 0.13 -0.54 0.42
H -7.34 0.02 -2.08 0.36
H -7.02 -0.70 -4.43 0.36
H -4.76 -1.30 -5.23 0.37
H -2.82 -1.18 -3.65 0.38
Cl 3.26 -1.61 -1.54 -0.15
C 2.95 -2.63 -0.12 -0.14
Cl 1.48 -3.60 -0.33 -0.15
H 2.81 -1.99 0.75 0.06
H 3.79 -3.30 0.01 0.38
C 0.86 4.09 2.15 -2.13
C 0.43 4.45 0.72 1.98
C -1.04 4.87 0.76 -2.05
C 1.31 5.61 0.25 -1.76
P 0.56 2.84 -0.26 0.74
C 2.39 2.61 -0.28 0.48
C 2.89 1.71 0.67 -0.47
C 4.25 1.46 0.76 -0.87
C 5.14 2.08 -0.10 -0.71
C 4.66 2.97 -1.05 -0.71
C 3.31 3.24 -1.13 -0.31
C 0.03 3.11 -2.05 2.15
C 0.70 2.03 -2.91 -1.69
C -1.48 2.81 -2.06 -1.83
C 0.25 4.47 -2.73 -1.96
H 0.74 4.98 2.78 0.61
H 1.90 3.79 2.19 0.26
H 0.25 3.29 2.57 0.34
H -1.16 5.68 1.48 0.52
H -1.68 4.04 1.07 0.33
H -1.40 5.24 -0.21 0.36
H 1.18 6.45 0.94 0.54
H 1.05 5.97 -0.74 0.26
H 2.36 5.34 0.26 0.31
H 2.21 1.20 1.35 0.55
H 4.61 0.77 1.51 0.50
H 6.21 1.87 -0.04 0.37
H 5.35 3.47 -1.73 0.44
H 2.96 3.95 -1.87 0.18
H 0.54 1.03 -2.50 0.27
H 1.78 2.19 -3.01 0.33
H 0.26 2.04 -3.90 0.54
H -1.69 1.82 -1.65 0.23
H -1.86 2.83 -3.09 0.59
H -2.05 3.54 -1.48 0.24
H 1.30 4.76 -2.77 0.24
H -0.31 5.26 -2.24 0.36
H -0.11 4.41 -3.76 0.51
```

* HOMO: -3.6 eV
* LUMO energy: 2.089 eV
* gap between HOMO and LUMO: 5.69 eV
* largest force on an atom: 0.0043 Eh/bohr
* charge: -1

---

Molecular formula: C24H24F32O5
Method: DFT, the ωB97M-V functional and the def2-TZVPD basis

```
85
Properties=species:S:1:pos:R:3:mulliken_charge:R:1
F -4.61 -3.92 -5.21 -0.24
C -4.09 -2.78 -5.14 0.14
F -2.74 -2.96 -5.05 -0.28
C -4.52 -1.83 -6.34 0.88
F -5.78 -1.42 -6.16 -0.29
F -4.47 -2.63 -7.44 -0.32
C -3.47 -0.67 -6.58 -0.91
O -3.92 0.17 -7.58 -0.32
C -3.24 0.41 -8.77 0.87
F -2.26 1.32 -8.46 -0.30
F -2.64 -0.60 -9.40 -0.26
C -4.28 0.99 -9.68 0.18
F -4.91 2.12 -9.26 -0.25
F -3.71 1.21 -10.88 -0.27
H -4.48 -2.24 -4.27 0.29
H -2.46 -1.05 -6.75 0.42
H -3.42 0.01 -5.74 0.41
H -5.02 0.21 -9.85 0.24
F 6.66 2.35 -9.74 -0.26
C 5.81 3.27 -9.27 0.22
F 5.71 4.35 -10.06 -0.26
C 4.40 2.70 -8.94 0.93
F 3.66 2.47 -10.03 -0.32
F 3.73 3.57 -8.24 -0.27
C 4.58 1.30 -8.22 -0.86
O 5.47 1.26 -7.05 -0.40
C 5.00 1.72 -5.79 0.90
F 4.74 3.03 -5.86 -0.26
F 3.93 1.02 -5.51 -0.28
C 6.16 1.38 -4.76 0.18
F 5.87 1.64 -3.46 -0.26
F 6.65 0.14 -4.80 -0.24
H 6.36 3.52 -8.37 0.19
H 4.92 0.49 -8.85 0.43
H 3.54 1.00 -8.02 0.36
H 6.95 2.07 -5.07 0.21
F -4.89 3.78 0.05 -0.26
C -6.11 3.58 0.59 0.05
F -6.44 2.29 0.36 -0.24
C -6.17 4.05 2.08 1.05
F -7.44 3.86 2.55 -0.28
F -5.98 5.40 2.26 -0.31
C -5.06 3.28 2.83 -1.00
O -5.59 1.97 3.18 -0.37
C -5.69 1.73 4.58 0.90
F -4.46 1.83 5.02 -0.27
F -6.53 2.71 5.06 -0.28
C -6.20 0.31 4.79 0.15
F -5.57 -0.54 3.98 -0.25
F -6.07 -0.06 6.05 -0.23
H -6.83 3.96 -0.14 0.25
H -4.70 3.91 3.64 0.42
H -4.16 3.21 2.23 0.45
H -7.18 0.00 4.42 0.22
F 4.05 -4.75 8.09 -0.25
C 4.86 -4.09 8.94 0.13
F 5.65 -3.22 8.24 -0.26
C 4.24 -3.48 10.20 1.01
F 5.14 -2.97 11.01 -0.29
F 3.63 -4.43 10.91 -0.29
C 3.24 -2.36 9.90 -0.96
O 2.67 -1.79 11.09 -0.37
C 1.32 -1.27 10.99 0.96
F 1.19 -0.38 10.04 -0.27
F 0.52 -2.27 10.59 -0.29
C 0.95 -0.65 12.35 0.17
F 1.77 0.31 12.81 -0.23
F -0.33 -0.34 12.51 -0.25
H 5.58 -4.88 9.17 0.23
H 2.51 -2.89 9.30 0.42
H 3.74 -1.60 9.29 0.37
H 1.12 -1.43 13.10 0.18
C 3.07 -2.21 1.15 -0.59
C 1.80 -2.99 1.43 -0.54
C 0.90 -1.80 1.99 -0.44
O 1.85 -1.09 2.76 -0.41
C 3.16 -1.24 2.31 -0.31
H 3.13 -1.69 0.19 0.26
H 3.84 -2.98 1.06 0.31
H 1.90 -3.62 2.31 0.24
H 1.29 -3.54 0.64 0.36
H -0.06 -2.05 2.45 0.31
H 0.75 -1.10 1.17 0.27
H 3.74 -1.72 3.09 0.23
H 3.75 -0.38 2.00 0.29
```

* HOMO: -9.4 eV
* LUMO energy: 0.340 eV
* gap between HOMO and LUMO: 9.74 eV
* SMILES: FC(F)C(F)(F)COC(F)(F)C(F)F.FC(F)C(F)(F)COC(F)(F)C(F)F.FC(F)C(F)(F)COC(F)(F)C(F)F.FC(F)C(F)(F)COC(F)(F)C(F)F.C1CCOC1
* largest force on an atom: 0.0896 Eh/bohr
* charge: 0

---

Molecular formula: C6H11N
Method: DFT, the ωB97M-V functional and the def2-TZVPD basis

```
18
Properties=species:S:1:pos:R:3:mulliken_charge:R:1
C -0.69 1.12 2.84 -1.13
C -0.22 0.27 1.70 -0.12
C -0.29 0.68 0.43 -0.36
C 0.07 -0.08 -0.78 0.60
C 0.38 0.72 -2.01 -1.34
C 0.13 -1.41 -0.78 -0.24
N 0.49 -2.20 -1.88 -0.51
H -0.69 2.18 2.57 0.32
H -0.01 1.07 3.69 0.32
H -1.70 0.84 3.16 0.25
H 0.15 -0.73 1.90 0.27
H -0.60 1.71 0.29 0.27
H -0.55 0.96 -2.56 0.26
H 0.99 0.20 -2.75 0.35
H 0.84 1.68 -1.79 0.33
H -0.14 -1.99 0.10 0.29
H 0.62 -3.17 -1.64 0.23
H 1.22 -1.85 -2.48 0.19
```

* HOMO: -7.4 eV
* LUMO energy: 1.054 eV
* gap between HOMO and LUMO: 8.43 eV
* SMILES: C/C=C/C(C)=C/N
* largest force on an atom: 0.0179 Eh/bohr
* charge: 0

---

Molecular formula: C5H12O
Method: DFT, the ωB97M-V functional and the def2-TZVPD basis

```
18
Properties=species:S:1:pos:R:3:mulliken_charge:R:1
C 0.86 -1.64 0.60 -1.48
C 0.35 -0.20 0.61 0.65
C 1.47 0.78 0.26 -1.48
C -0.89 -0.08 -0.30 0.10
C -1.51 1.31 -0.37 -1.40
O -0.55 -0.52 -1.62 -0.56
H 0.05 -2.35 0.84 0.37
H 1.25 -1.89 -0.39 0.29
H 1.66 -1.78 1.34 0.42
H -0.01 0.04 1.62 0.26
H 1.16 1.82 0.36 0.36
H 2.33 0.62 0.93 0.42
H 1.82 0.62 -0.77 0.30
H -1.63 -0.77 0.12 0.37
H -2.40 1.27 -1.01 0.38
H -0.82 2.04 -0.82 0.34
H -1.81 1.66 0.62 0.32
H -1.32 -0.97 -1.98 0.34
```

* HOMO: -10.2 eV
* LUMO energy: 0.900 eV
* gap between HOMO and LUMO: 11.12 eV
* SMILES: CC(C)[C@@H](C)O
* largest force on an atom: 0.0060 Eh/bohr
* charge: 0

---

Molecular formula: C30H33N2O3
Method: DFT, the ωB97M-V functional and the def2-TZVPD basis

```
68
Properties=species:S:1:pos:R:3:mulliken_charge:R:1
C 3.94 -4.27 0.78 -1.31
C 3.24 -3.11 0.13 -0.07
O 2.01 -2.80 0.84 -0.37
C 1.12 -2.15 0.06 0.05
C -0.07 -1.72 0.78 0.19
C -1.23 -1.78 0.09 -0.51
N -2.43 -2.18 0.58 0.42
C -2.56 -2.58 1.98 -0.06
C -3.90 -3.28 2.22 -0.76
O -4.98 -2.63 1.55 -0.38
C -4.82 -2.61 0.13 -0.77
C -3.58 -1.82 -0.25 -0.02
O 1.29 -1.97 -1.15 -0.78
H 4.97 -4.30 0.41 0.39
H 3.96 -4.20 1.87 0.33
H 3.47 -5.22 0.49 0.31
H 3.87 -2.20 0.17 0.22
H 3.02 -3.35 -0.92 0.34
H -0.02 -1.73 1.86 0.55
H -1.24 -1.46 -0.95 0.23
H -1.74 -3.27 2.24 0.35
H -2.50 -1.71 2.65 0.07
H -3.82 -4.34 1.90 0.37
H -4.18 -3.23 3.28 0.34
H -4.74 -3.63 -0.30 0.36
H -5.70 -2.09 -0.25 0.36
H -3.79 -0.74 -0.15 -0.01
H -3.29 -2.03 -1.29 0.47
C 2.18 2.58 -5.62 -0.92
N 1.98 3.33 -4.40 0.10
C 2.15 4.76 -4.54 -1.06
C 1.49 2.74 -3.25 0.96
C 1.92 1.44 -2.89 -1.42
C 1.51 0.89 -1.69 -0.23
C 0.52 1.50 -0.89 0.01
C 0.12 0.96 0.40 2.00
C -1.18 1.18 0.99 -0.87
C -1.08 0.99 2.41 0.22
C -2.17 1.19 3.23 -0.03
C -3.40 1.52 2.64 -0.79
C -3.51 1.71 1.26 -0.79
C -2.39 1.55 0.42 0.06
C 0.33 0.74 2.71 -0.81
C 1.06 0.75 1.47 0.69
C 2.45 0.67 1.47 -0.22
C 3.11 0.56 2.70 -0.92
C 2.39 0.55 3.91 -0.90
C 0.99 0.65 3.92 -0.41
C 0.01 2.75 -1.32 -0.83
C 0.53 3.40 -2.43 -0.88
H 2.23 1.50 -5.41 0.30
H 1.35 2.76 -6.33 0.32
H 3.11 2.91 -6.10 0.32
H 2.57 5.21 -3.63 0.37
H 2.86 4.93 -5.36 0.33
H 1.21 5.27 -4.79 0.34
H 2.64 0.91 -3.51 0.39
H 1.93 -0.05 -1.39 0.48
H -2.04 1.09 4.31 0.46
H -4.28 1.65 3.27 0.43
H -4.46 2.02 0.82 0.45
H -2.45 1.74 -0.65 0.64
H 2.99 0.74 0.53 0.62
H 4.20 0.51 2.71 0.47
H 2.93 0.46 4.85 0.43
H 0.41 0.67 4.85 0.48
H -0.74 3.24 -0.71 0.50
H 0.19 4.40 -2.69 0.41
```

* HOMO: -10.5 eV
* LUMO energy: -5.115 eV
* gap between HOMO and LUMO: 5.41 eV
* largest force on an atom: 0.0442 Eh/bohr
* charge: +1

---

Molecular formula: H2NO5PS
Method: DFT, the ωB97M-V functional and the def2-TZVPD basis

```
10
Properties=species:S:1:pos:R:3:mulliken_charge:R:1
N -0.34 0.47 0.32 -0.86
P 1.05 1.33 -0.21 0.92
O 1.46 2.32 0.84 -0.75
O 0.82 1.76 -1.61 -0.73
S 2.37 -0.35 -0.18 0.87
O 1.90 -1.34 -1.17 -0.64
O 2.12 -1.04 1.37 -0.80
O 3.82 0.08 -0.29 -0.69
H 0.03 -0.22 1.03 0.38
H -0.43 -0.13 -0.51 0.30
```

* HOMO: -0.9 eV
* LUMO energy: 6.786 eV
* gap between HOMO and LUMO: 7.67 eV
* SMILES: N[P@](=O)([O-])S(=O)(=O)[O-]
* largest force on an atom: 0.1273 Eh/bohr
* charge: -2